Density functional theory data (wB97M-V/def2-TZVPD) for an isolated molecule of C13H26N2O2.

**ΔE to the lowest compared entry with this formula, charge and spin**: 0.0 kJ/mol
**Maximum force**: 0.47 eV/A
**Structure (SMILES)**: C[C@@H](CNC(=O)C(C)(C)C)NC(=O)C(C)(C)C
**HOMO energy**: -0.335 hartree
**Spin multiplicity**: 1

Element x y z (Å)
C -2.06720 -3.41205 -0.07614
C -1.10118 -2.30911 0.34077
C 0.32355 -2.60209 -0.16856
N 1.27328 -1.61336 0.27577
C 1.59437 -0.54358 -0.48690
O 1.19034 -0.42101 -1.62837
C 2.59114 0.42970 0.15246
C 3.97982 -0.20924 0.00876
C 2.55541 1.74399 -0.62910
C 2.27830 0.69237 1.62973
N -1.56304 -1.03428 -0.15983
C -1.43529 0.10924 0.54604
O -0.99996 0.12123 1.68310
C -1.97783 1.36239 -0.15111
C -1.59792 1.40867 -1.63528
C -1.42620 2.59494 0.56690
C -3.50459 1.32357 0.00595
H -2.08436 -3.50956 -1.15971
H -3.07131 -3.18136 0.27016
H -1.76207 -4.36271 0.35208
H -1.07736 -2.21375 1.43275
H 0.33257 -2.58063 -1.26187
H 0.64372 -3.58819 0.17853
H 1.45683 -1.57274 1.26485
H 4.01901 -1.17334 0.51208
H 4.73446 0.44163 0.44564
H 4.21836 -0.36018 -1.04173
H 3.36506 2.39689 -0.31176
H 1.61002 2.25528 -0.46534
H 2.65414 1.54791 -1.69369
H 2.62127 -0.12351 2.26410
H 1.21083 0.83238 1.78764
H 2.79309 1.59423 1.95464
H -1.74981 -0.98083 -1.14790
H -1.71886 2.42321 -2.00940
H -2.23868 0.76342 -2.23429
H -0.56277 1.10943 -1.78638
H -1.58594 2.50524 1.63836
H -0.35735 2.68783 0.39100
H -1.91873 3.49581 0.20856
H -3.94876 2.19596 -0.46906
H -3.77528 1.32729 1.05955
H -3.92108 0.42887 -0.45298

Force components x, y, z for each atom (eV/Å):
C 0.167 0.202 0.186
C 0.168 -0.276 0.018
C -0.311 0.004 0.073
N -0.095 -0.251 0.247
C 0.347 0.088 0.303
O -0.085 0.062 -0.392
C 0.124 0.202 -0.122
C -0.136 0.034 -0.026
C -0.060 -0.261 -0.033
C -0.062 -0.010 -0.158
N 0.008 -0.293 -0.169
C -0.244 0.241 -0.315
O 0.099 0.058 0.402
C -0.044 0.234 0.116
C 0.053 -0.025 0.160
C -0.046 -0.260 0.048
C 0.138 -0.014 0.025
H -0.035 -0.061 -0.157
H -0.085 -0.008 0.008
H 0.016 -0.147 -0.006
H -0.004 -0.051 -0.189
H -0.013 -0.125 0.111
H -0.038 0.005 -0.071
H 0.046 0.103 -0.055
H 0.043 -0.073 0.052
H 0.082 0.070 0.047
H 0.069 -0.024 -0.108
H 0.075 0.056 0.101
H -0.083 0.113 -0.028
H 0.004 0.049 -0.057
H 0.016 -0.093 0.128
H -0.057 0.042 0.073
H 0.109 0.040 0.047
H 0.003 0.120 0.009
H -0.084 0.078 -0.050
H -0.052 -0.087 -0.123
H 0.070 0.011 -0.076
H 0.016 0.049 0.055
H 0.120 0.073 0.024
H -0.048 0.075 -0.105
H -0.051 0.093 -0.051
H -0.073 0.010 0.108
H -0.068 -0.054 -0.049

Calculated atomic charges, method natural (NBO), unit e: number 1, C, carries -0.610; number 2, C, carries -0.062; number 3, C, carries -0.229; number 4, N, carries -0.623; number 5, C, carries 0.712; number 6, O, carries -0.657; number 7, C, carries -0.152; number 8, C, carries -0.591; number 9, C, carries -0.595; number 10, C, carries -0.624; number 11, N, carries -0.628; number 12, C, carries 0.716; number 13, O, carries -0.659; number 14, C, carries -0.152; number 15, C, carries -0.623; number 16, C, carries -0.595; number 17, C, carries -0.591; number 18, H, carries 0.202; number 19, H, carries 0.221; number 20, H, carries 0.214; number 21, H, carries 0.223; number 22, H, carries 0.225; number 23, H, carries 0.199; number 24, H, carries 0.403; number 25, H, carries 0.207; number 26, H, carries 0.209; number 27, H, carries 0.217; number 28, H, carries 0.204; number 29, H, carries 0.206; number 30, H, carries 0.231; number 31, H, carries 0.196; number 32, H, carries 0.248; number 33, H, carries 0.217; number 34, H, carries 0.403; number 35, H, carries 0.217; number 36, H, carries 0.196; number 37, H, carries 0.248; number 38, H, carries 0.231; number 39, H, carries 0.207; number 40, H, carries 0.204; number 41, H, carries 0.210; number 42, H, carries 0.217; number 43, H, carries 0.207

=====

Density functional theory data (wB97M-V/def2-TZVPD) for a structure of composition C13H26N3O3SeTi.

**ΔE to the lowest compared entry with this formula, charge and spin**: 0.0 kJ/mol
**⟨S²⟩**: 2.003
**Maximum force**: 0.15 eV/A
**Total charge**: +1
**HOMO energy (spin up / spin down)**: -0.379 / -0.416 hartree
**Spin multiplicity**: 3

Element x y z (Å)
Ti -0.86517 0.03949 0.84313
C -0.98142 -2.96970 2.12546
O -0.80287 -2.17105 0.94009
C -1.32267 -2.77171 -0.25886
C -2.46470 -1.93944 -0.79108
O -1.94395 -0.61857 -0.98913
C -2.92551 0.34677 -1.38910
C -2.26483 1.69987 -1.32067
O -1.73761 1.85363 -0.00051
C -1.70837 3.20827 0.47910
H -0.43166 -3.90412 2.01529
H -0.58622 -2.39538 2.95851
H -2.04078 -3.16006 2.29664
H -0.51553 -2.81434 -0.99062
H -1.65937 -3.78750 -0.05190
H -2.82352 -2.34771 -1.73925
H -3.29155 -1.89638 -0.07519
H -3.26891 0.13110 -2.40306
H -3.76990 0.30373 -0.69472
H -1.45488 1.78835 -2.05088
H -3.00606 2.47567 -1.52079
H -1.09333 3.82066 -0.18203
H -2.72411 3.60085 0.52061
H -1.27523 3.18355 1.47393
Se -2.79840 0.10119 2.82659
C -1.16132 0.84800 2.98145
N -0.07344 1.22428 2.75258
C 1.57197 1.61998 -0.18597
C 3.08701 1.74760 -0.47067
N 3.65719 0.43253 -0.74927
C 2.88666 -0.20443 -1.81026
C 1.45252 -0.50748 -1.31183
N 1.21248 0.18421 -0.02178
C 2.12894 -0.41346 0.99400
C 3.58228 -0.38510 0.45797
H 0.97476 2.00755 -1.01511
H 1.28170 2.14570 0.72394
H 3.61164 2.17250 0.38536
H 3.26820 2.39983 -1.32538
H 3.38962 -1.12137 -2.11839
H 2.86974 0.46615 -2.67042
H 1.31763 -1.57603 -1.13351
H 0.69107 -0.19025 -2.02713
H 1.79120 -1.43383 1.18943
H 2.02401 0.16452 1.91052
H 3.93650 -1.38777 0.21574
H 4.25620 0.02969 1.20717

Force components x, y, z for each atom (eV/Å):
Ti 0.077 0.041 0.091
C -0.013 0.039 0.014
O -0.043 0.056 -0.048
C -0.015 -0.007 0.015
C 0.015 -0.058 0.007
O 0.109 -0.050 -0.069
C -0.016 -0.001 0.016
C -0.018 0.010 -0.014
O 0.027 0.035 -0.021
C -0.026 -0.010 -0.016
H -0.001 -0.004 0.002
H 0.006 -0.005 -0.001
H 0.003 -0.003 0.001
H 0.006 0.000 0.005
H -0.010 0.003 0.002
H 0.000 0.017 -0.002
H 0.010 0.005 0.011
H 0.002 -0.002 0.000
H -0.004 0.003 -0.004
H 0.002 0.001 0.000
H 0.005 0.005 0.013
H -0.002 0.001 -0.001
H 0.002 0.003 0.011
H -0.002 0.004 0.004
Se -0.119 0.017 0.088
C -0.051 -0.072 -0.036
N 0.058 -0.012 0.015
C -0.045 -0.030 0.012
C 0.040 -0.010 -0.017
N -0.004 0.017 0.006
C -0.011 0.003 -0.008
C -0.037 -0.040 -0.011
N 0.021 -0.026 -0.056
C 0.035 0.020 -0.049
C -0.002 -0.003 0.003
H 0.003 0.010 0.001
H 0.009 0.012 0.003
H -0.010 0.001 0.006
H -0.007 0.009 0.005
H 0.003 0.001 0.001
H 0.001 -0.001 0.000
H 0.001 0.007 0.000
H 0.009 0.016 0.005
H 0.011 0.000 0.015
H -0.016 0.008 0.005
H -0.007 -0.001 -0.007
H 0.004 -0.009 0.003

Calculated atomic charges, method natural (NBO), unit e: number 1, Ti, carries 1.119; number 2, C, carries -0.232; number 3, O, carries -0.614; number 4, C, carries -0.078; number 5, C, carries -0.081; number 6, O, carries -0.596; number 7, C, carries -0.076; number 8, C, carries -0.073; number 9, O, carries -0.614; number 10, C, carries -0.237; number 11, H, carries 0.198; number 12, H, carries 0.221; number 13, H, carries 0.203; number 14, H, carries 0.209; number 15, H, carries 0.222; number 16, H, carries 0.213; number 17, H, carries 0.207; number 18, H, carries 0.213; number 19, H, carries 0.210; number 20, H, carries 0.199; number 21, H, carries 0.220; number 22, H, carries 0.194; number 23, H, carries 0.203; number 24, H, carries 0.230; number 25, Se, carries -0.057; number 26, C, carries -0.027; number 27, N, carries -0.530; number 28, C, carries -0.245; number 29, C, carries -0.252; number 30, N, carries -0.398; number 31, C, carries -0.252; number 32, C, carries -0.237; number 33, N, carries -0.547; number 34, C, carries -0.256; number 35, C, carries -0.250; number 36, H, carries 0.200; number 37, H, carries 0.237; number 38, H, carries 0.215; number 39, H, carries 0.215; number 40, H, carries 0.216; number 41, H, carries 0.210; number 42, H, carries 0.201; number 43, H, carries 0.209; number 44, H, carries 0.215; number 45, H, carries 0.242; number 46, H, carries 0.209; number 47, H, carries 0.220